Run w
Here is a structure of composition C21H20BrN4O2Pt from OMol25. Energies are from ωB97M-V/def2-TZVPD.

⟨S²⟩: 6.1330
HOMO-LUMO gap (alpha / beta) (eV): 7.1944 / 5.1727
Total charge: +3
Highest occupied orbital energy (alpha / beta) (eV): -16.84 / -16.83
Spin multiplicity: 5
LUMO energy (alpha / beta) (Ha): -0.355 / -0.428

Last column: Mulliken charge in e.
Cartesian coordinates (Å):
Pt  -1.15404  0.25006  0.81496  0.639
O  -2.52308  -1.13903  3.55762  -0.528
C  -1.57143  -1.95373  3.89845  0.581
C  -1.97486  -3.24306  4.37307  -0.574
C  -1.03335  -4.10666  4.84233  -0.536
C  0.32147  -3.71535  4.83957  -0.592
C  0.72168  -2.44827  4.34963  -0.558
C  -0.18480  -1.56627  3.83744  0.808
C  0.25144  -0.19797  3.31436  0.259
O  -0.75073  0.57137  2.76243  -0.939
N  1.35147  -0.30345  2.31164  -0.106
N  1.11065  0.21853  1.13366  -0.120
C  2.09076  0.54623  0.32113  -0.387
C  1.86316  1.22490  -0.88843  0.597
Br  0.09150  1.73961  -1.26838  -0.034
C  2.96236  1.60192  -1.66929  -0.503
C  3.10934  2.27585  -2.88642  1.274
C  2.07153  2.54551  -3.83362  -0.309
C  2.35494  3.24026  -4.97326  -0.839
C  3.66662  3.69083  -5.21736  -0.255
C  4.71079  3.41985  -4.32697  -0.757
C  4.44411  2.70662  -3.19095  -0.391
H  -2.15075  -0.23415  3.40691  0.498
H  -3.03492  -3.45997  4.39844  0.506
H  -1.31456  -5.07017  5.24440  0.453
H  1.07447  -4.39610  5.21504  0.437
H  1.77515  -2.19782  4.39059  0.439
H  0.68999  0.33109  4.17169  0.395
H  2.31491  -0.40289  2.61548  0.309
H  3.12056  0.33316  0.59795  0.419
H  3.90310  1.33256  -1.19536  0.233
H  1.07540  2.16172  -3.68243  0.353
H  1.58073  3.43544  -5.70182  0.430
H  3.87330  4.24433  -6.12520  0.427
H  5.71305  3.76200  -4.54265  0.439
H  5.23916  2.48341  -2.49065  0.369
N  -3.87601  1.40197  -0.32448  -0.320
C  -3.58524  0.22961  -0.91293  1.114
C  -4.41881  -0.28517  -1.92879  -0.912
C  -4.11522  -1.47631  -2.51495  -0.263
C  -2.97096  -2.19554  -2.10470  -0.777
C  -2.19822  -1.66409  -1.12887  -0.100
N  -2.48014  -0.45500  -0.53234  -0.237
H  -4.69974  1.90933  -0.60426  0.243
H  -3.36856  1.76007  0.46623  0.093
H  -5.29770  0.27567  -2.21610  0.392
H  -4.75657  -1.87192  -3.29148  0.429
H  -2.70946  -3.14439  -2.54809  0.452
H  -1.31249  -2.16459  -0.76326  0.448


Run x
Here is a structure of composition C21H20BrN4O2Pt from OMol25. Energies are from ωB97M-V/def2-TZVPD.

⟨S²⟩: 6.1407
HOMO-LUMO gap (alpha / beta) (eV): 6.6154 / 4.6097
Total charge: +3
Highest occupied orbital energy (alpha / beta) (eV): -16.51 / -16.43
Spin multiplicity: 5
LUMO energy (alpha / beta) (Ha): -0.364 / -0.435

Last column: Mulliken charge in e.
Cartesian coordinates (Å):
Pt  -0.66370  -0.28574  0.81138  0.600
O  0.74846  -3.98734  1.68467  -0.517
C  1.24485  -4.51570  0.61577  0.598
C  2.01111  -5.71590  0.76176  -0.533
C  2.48082  -6.35075  -0.35096  -0.547
C  2.20447  -5.81569  -1.62079  -0.592
C  1.46228  -4.61420  -1.76941  -0.429
C  1.00263  -3.93614  -0.68155  0.224
C  0.23155  -2.63467  -0.82034  0.517
O  -0.55043  -2.35010  0.27100  -0.959
N  1.20927  -1.50390  -1.02989  -0.243
N  0.70251  -0.30387  -0.81585  -0.119
C  1.20453  0.76897  -1.40421  -0.012
C  0.57752  2.01987  -1.33487  0.389
Br  -1.14353  2.06236  -0.54710  -0.030
C  1.19881  3.12525  -1.93804  -0.486
C  0.88208  4.47709  -2.09589  1.478
C  1.83751  5.23999  -2.85280  -0.349
C  1.64499  6.56965  -3.10051  -0.756
C  0.49893  7.19379  -2.59445  -0.242
C  -0.45196  6.48228  -1.83637  -0.937
C  -0.27408  5.15332  -1.58730  -0.290
H  0.15359  -3.22615  1.40470  0.415
H  2.16665  -6.09334  1.76425  0.505
H  3.04656  -7.26812  -0.26401  0.454
H  2.55570  -6.32820  -2.50699  0.449
H  1.25603  -4.25479  -2.77142  0.497
H  -0.36994  -2.68261  -1.73905  0.446
H  1.89002  -1.59645  -1.78048  0.350
H  2.11005  0.67421  -1.99760  0.421
H  2.15001  2.84397  -2.38320  0.189
H  2.72007  4.74099  -3.23327  0.394
H  2.36443  7.13470  -3.67613  0.442
H  0.33885  8.24823  -2.78434  0.430
H  -1.32093  6.99860  -1.45315  0.436
H  -1.00888  4.63413  -0.99648  0.197
N  -3.51494  -1.43307  1.52521  -0.294
C  -3.02083  -0.78010  2.59220  1.088
C  -3.78696  -0.60476  3.76078  -0.873
C  -3.24268  0.03997  4.83331  -0.235
C  -1.91947  0.52160  4.77314  -0.744
C  -1.22529  0.34607  3.62190  -0.041
N  -1.76340  -0.28011  2.52439  -0.276
H  -4.43860  -1.82936  1.57802  0.259
H  -2.91446  -1.76336  0.78844  0.039
H  -4.79251  -1.00114  3.79163  0.387
H  -3.82577  0.16926  5.73553  0.430
H  -1.45869  1.01681  5.61437  0.449
H  -0.20723  0.69449  3.51401  0.421


run x comes first in stability; the runner-up is 40.2 kJ/mol higher.


Run w
Here is an isolated molecule of C12H8O from OMol25. Energies are from ωB97M-V/def2-TZVPD.

HOMO-LUMO gap (eV): 8.4251
Highest occupied orbital energy (eV): -8.65
SMILES: O=C1Cc2cccc3cccc1c23
LUMO energy (Ha): -0.008

Last column: Mulliken charge in e.
Cartesian coordinates (Å):
O  0.97685  -0.47860  -3.16504  -0.611
C  0.83637  -0.18730  -1.98634  0.232
C  1.87599  0.54897  -1.06063  -0.877
C  1.18486  0.83271  0.21157  0.269
C  1.59893  1.39827  1.31068  -0.478
C  0.72052  1.24379  2.49708  -0.388
C  -0.56649  0.63178  2.39860  -0.747
C  -1.03431  0.14784  1.15662  0.487
C  -2.13622  -0.69130  1.00893  -0.561
C  -2.27824  -1.42115  -0.13383  -0.449
C  -1.31661  -1.36470  -1.19996  -0.370
C  -0.23241  -0.60710  -1.06513  0.170
C  -0.00666  0.06349  0.17996  0.461
H  2.67099  -0.12093  -0.96487  0.292
H  2.41203  1.36536  -1.57360  0.402
H  2.60211  1.89248  1.40735  0.364
H  0.91389  1.55394  3.50809  0.382
H  -0.99925  0.66346  3.35192  0.390
H  -2.89278  -0.72315  1.87969  0.299
H  -3.02052  -2.17921  -0.28563  0.389
H  -1.37564  -2.19483  -1.90800  0.345


Run x
Here is a structure of composition C12H8O from OMol25. Energies are from ωB97M-V/def2-TZVPD.

HOMO-LUMO gap (eV): 7.7031
Highest occupied orbital energy (eV): -7.75
LUMO energy (Ha): -0.002

Last column: Mulliken charge in e.
Cartesian coordinates (Å):
C  -2.37526  0.47088  1.18557  -0.667
C  -0.84121  1.82509  0.21635  0.015
C  0.05026  2.90756  0.04373  -0.718
C  1.50987  2.41761  -0.15056  -0.355
C  1.61807  1.14531  -0.74357  -0.543
C  0.82723  0.09940  -0.75612  0.948
C  1.36661  -1.33759  -0.75356  -0.882
C  0.89529  -2.54339  -0.61089  -0.239
C  -0.68287  -2.60567  -0.46160  -0.719
C  -1.56118  -1.84703  0.17884  -0.420
C  -1.52803  -0.34345  0.36735  0.633
C  -0.42092  0.48083  -0.17517  0.947
H  -2.96681  0.14205  2.10067  0.337
H  0.03118  3.86818  0.55269  0.371
H  2.51051  3.12309  0.34076  0.214
H  2.87137  0.80864  -0.39699  0.038
H  2.30319  -1.25084  -1.02243  0.437
H  1.70131  -3.29853  -0.69714  0.323
H  -0.70953  -3.67839  -0.45970  0.327
H  -2.56287  -2.23061  0.28807  0.336
O  -2.03622  1.84685  0.95371  -0.382


run w comes first in stability; the runner-up is 585.2 kJ/mol higher.


Run w
Here is a cluster of 2 separate species, C5H12N2O2 in total from OMol25. Energies are from ωB97M-V/def2-TZVPD.

HOMO-LUMO gap (eV): 10.1667
Highest occupied orbital energy (eV): -9.35
SMILES: [H]/N=C(/C)N.COC(C)=O
LUMO energy (Ha): 0.030

Last column: Mulliken charge in e.
Cartesian coordinates (Å):
H  1.63627  -0.17891  1.92530  0.235
N  1.79753  0.69834  1.43415  -0.750
C  1.97760  0.55419  0.18732  0.916
C  2.48894  1.66316  -0.66428  -1.300
N  2.28017  -0.65077  -0.47262  -0.564
H  1.81954  1.82990  -1.50743  0.301
H  2.65186  2.56355  -0.08030  0.318
H  3.34017  1.02686  -1.15180  0.344
H  1.94226  -0.73567  -1.42110  0.240
H  2.00216  -1.49000  0.01579  0.256
C  -2.96576  -2.06537  0.15651  -0.627
O  -2.66584  -0.69510  0.40728  -0.322
C  -1.47035  -0.25180  -0.00129  0.759
C  -1.30119  1.20959  0.29329  -0.834
O  -0.64927  -0.96310  -0.53005  -0.581
H  -2.37837  -2.70628  0.81534  0.268
H  -4.02414  -2.18584  0.36887  0.229
H  -2.74441  -2.31688  -0.88141  0.289
H  -0.46714  1.34289  0.98397  0.296
H  -2.19789  1.61368  0.75249  0.302
H  -1.07214  1.73755  -0.63004  0.223


Run x
Here is an isolated molecule of C5H12N2O2 from OMol25. Energies are from ωB97M-V/def2-TZVPD.

HOMO-LUMO gap (eV): 9.1351
Highest occupied orbital energy (eV): -8.49
SMILES: CC(=O)N(C)NCCO
LUMO energy (Ha): 0.024

Last column: Mulliken charge in e.
Cartesian coordinates (Å):
C  -1.86000  0.99758  1.18343  -1.215
C  -0.39007  1.30847  1.04965  0.996
O  0.05672  2.43887  1.09341  -0.653
N  0.43217  0.23954  0.79711  0.158
C  1.87497  0.39332  0.81374  -1.033
N  -0.08467  -1.06350  0.66225  -0.553
C  -0.67356  -1.32355  -0.65226  -0.793
C  0.09604  -0.18746  -1.80812  -0.463
O  1.33120  -0.71115  -2.12093  -0.492
H  -2.32467  1.80291  1.74745  0.357
H  -2.32271  0.96324  0.19784  0.230
H  -2.01039  0.03937  1.67536  0.382
H  2.09667  1.44836  0.95451  0.352
H  2.31291  0.04340  -0.12359  0.309
H  2.29176  -0.18061  1.64724  0.334
H  0.67868  -1.70343  0.84833  0.346
H  -1.74008  -1.08236  -0.62592  0.204
H  -0.52477  -2.37861  -0.88265  0.515
H  0.21409  0.87029  -1.58681  0.305
H  -0.64577  -0.25616  -2.60280  0.362
H  1.19147  -1.65853  -2.26725  0.352


Run y
Here is a cluster of 2 separate species, C5H12N2O2 in total from OMol25. Energies are from ωB97M-V/def2-TZVPD.

HOMO-LUMO gap (eV): 7.0187
Highest occupied orbital energy (eV): -6.68
LUMO energy (Ha): 0.012

Last column: Mulliken charge in e.
Cartesian coordinates (Å):
C  0.00391  0.83260  1.08146  0.003
C  -0.94110  -1.11546  -0.30376  -0.602
C  1.15958  0.62619  0.17142  -0.467
C  1.16253  -0.75364  -2.01518  -1.503
C  0.45468  0.26741  -1.15104  0.800
N  -0.90956  1.74314  0.74484  -0.429
N  -0.05030  0.23471  2.30180  -0.351
O  -2.11720  -0.90121  0.47039  -0.546
O  -0.19659  1.20986  -1.69979  -0.812
H  -1.87284  -1.00683  1.39661  0.328
H  -0.87492  1.87266  -0.34161  0.377
H  -1.84161  1.56016  1.10540  0.302
H  -0.64017  0.62961  3.01652  0.252
H  0.73977  -0.30217  2.61566  0.216
H  -1.29486  -1.30582  -1.31427  0.396
H  -0.36708  -1.97567  0.06531  0.249
H  1.76043  1.54007  0.05942  0.309
H  1.78998  -0.18740  0.53080  0.338
H  1.47162  -1.63729  -1.45672  0.340
H  0.51059  -1.04998  -2.83573  0.376
H  2.05313  -0.28095  -2.44154  0.424


run w comes first in stability; the runner-up is 158.1 kJ/mol higher.


Run w
Here is a cluster of 2 separate species, C5H12N2O2 in total from OMol25. Energies are from ωB97M-V/def2-TZVPD.

HOMO-LUMO gap (eV): 10.1835
Highest occupied orbital energy (eV): -9.58
SMILES: CNC(C)=O.CNC=O
LUMO energy (Ha): 0.022

Last column: Mulliken charge in e.
Cartesian coordinates (Å):
C  -1.80273  1.02417  0.23014  -0.718
N  -1.77556  0.97169  1.67883  -0.170
C  -0.77274  0.32639  2.33680  0.650
C  -0.87290  0.35229  3.84731  -1.084
O  0.13841  -0.23051  1.73154  -0.620
H  -2.69258  1.59040  -0.09261  0.313
H  -1.85559  0.01019  -0.20074  0.233
H  -0.90364  1.52734  -0.16363  0.226
H  -2.51728  1.42386  2.21912  0.250
H  -1.80392  -0.12959  4.19022  0.309
H  -0.01561  -0.19605  4.27275  0.298
H  -0.85196  1.38755  4.22731  0.308
C  2.38273  0.00711  -2.78702  -0.813
N  1.50117  -0.97840  -2.19069  -0.061
C  1.05713  -2.04446  -2.89922  0.053
O  1.35044  -2.26302  -4.06540  -0.581
H  3.32573  -0.45840  -3.11968  0.270
H  2.61799  0.78254  -2.03870  0.318
H  1.90333  0.48993  -3.65517  0.265
H  1.19951  -0.88162  -1.21798  0.233
H  0.38808  -2.71140  -2.30317  0.321


Run x
Here is a cluster of 2 separate species, C5H12N2O2 in total from OMol25. Energies are from ωB97M-V/def2-TZVPD.

HOMO-LUMO gap (eV): 10.1345
Highest occupied orbital energy (eV): -9.17
SMILES: COC(C)=O.C=NCN
LUMO energy (Ha): 0.036

Last column: Mulliken charge in e.
Cartesian coordinates (Å):
C  -2.35578  0.77030  0.73038  -0.740
O  -1.69088  -0.38694  0.23643  -0.342
C  -0.87580  -0.24153  -0.84468  1.305
C  -0.79474  -1.53554  -1.61483  -1.362
O  -0.65638  0.84623  -1.37567  -0.734
H  -2.20382  0.79394  1.81377  0.239
H  -1.93833  1.68556  0.30280  0.349
H  -3.40220  0.70216  0.49812  0.307
H  0.15645  -1.55673  -2.12731  0.343
H  -0.89251  -2.38822  -0.94419  0.321
H  -1.59099  -1.57675  -2.36704  0.338
C  1.90040  -1.41493  0.40964  -0.402
N  1.11753  -0.44751  0.35959  -0.099
C  1.43707  0.86411  1.11133  -0.695
N  1.39836  1.98730  0.25094  -0.594
H  2.80254  -1.42598  1.02947  0.239
H  1.72347  -2.30352  -0.18850  0.248
H  0.62030  0.92991  1.83723  0.284
H  2.41135  0.77701  1.62007  0.415
H  2.23432  2.03072  -0.32525  0.259
H  0.59965  1.89042  -0.41231  0.322


run w comes first in stability; the runner-up is 168.6 kJ/mol higher.